(one)
Entry from the OMol25 dataset: the molecule C2H3NO2 (ωB97M-V/def2-TZVPD).

XYZ file:
```
8
Properties=species:S:1:pos:R:3:mulliken_charge:R:1
C 0.163 -0.154 0.304 0.38
C -0.842 0.695 0.752 -0.85
N 1.056 -0.684 -0.177 0.33
O 1.110 -1.331 -2.273 -0.60
O 1.813 -1.118 -1.079 -0.09
H -0.610 0.781 1.814 0.28
H -0.852 1.546 0.051 0.26
H -1.839 0.264 0.607 0.29
```

Output
- Frontier orbital gap: 0.2966 hartree
- Charge: 0
- Molar mass: 73.05 g mol⁻¹
- HOMO: -7.873 eV
- 2S+1: 1


(two)
Entry from the OMol25 dataset: the molecule C2H3NO2 (ωB97M-V/def2-TZVPD).

XYZ file:
```
8
Properties=species:S:1:pos:R:3:mulliken_charge:R:1
O 0.887 1.703 -0.266 -0.50
C 0.944 0.515 -0.588 0.14
N -0.061 -0.417 -0.316 -0.10
C -0.940 -0.241 0.756 0.11
O -1.571 -1.201 1.102 -0.49
H 1.921 0.161 -1.185 0.28
H 0.073 -1.321 -0.666 0.24
H -1.253 0.800 1.164 0.31
```

Output
- Frontier orbital gap: 0.4042 hartree
- Charge: 0
- SMILES string: O=CNC=O
- Molar mass: 73.05 g mol⁻¹
- HOMO: -10.376 eV
- 2S+1: 1


Short version: (two) is the most stable of them.


(one)
Entry from the OMol25 dataset: the molecule C2H3NO2 (ωB97M-V/def2-TZVPD).

XYZ file:
```
8
Properties=species:S:1:pos:R:3:mulliken_charge:R:1
H -0.065 0.932 2.315 0.27
N -0.305 0.787 1.263 -0.49
C 0.028 -0.217 0.650 0.06
C -0.240 -0.301 -1.012 0.57
O 0.572 -1.027 -1.573 -0.56
O -1.178 0.153 -1.936 -0.51
H 0.719 -1.148 0.880 0.29
H -0.805 -0.114 -2.898 0.38
```

Output
- Frontier orbital gap: 0.3928 hartree
- Charge: 0
- SMILES string: [H]/N=C/C(=O)O
- Molar mass: 73.05 g mol⁻¹
- HOMO: -10.138 eV
- 2S+1: 1


(two)
Entry from the OMol25 dataset: a structure of composition C2H3NO2 (ωB97M-V/def2-TZVPD).

XYZ file:
```
8
Properties=species:S:1:pos:R:3:mulliken_charge:R:1
C 1.233 1.865 -0.948 0.17
C 0.294 0.979 -0.322 -0.09
N 2.098 2.481 -1.403 -0.33
O -0.377 -1.599 -0.788 -0.35
O 0.531 -0.632 -1.109 -0.21
H 0.555 0.949 0.792 0.24
H -0.730 1.442 -0.523 0.24
H -0.063 -2.193 -0.017 0.34
```

Output
- Frontier orbital gap: 0.3832 hartree
- Charge: 0
- Molar mass: 73.05 g mol⁻¹
- HOMO: -10.689 eV
- 2S+1: 1


(three)
Entry from the OMol25 dataset: the molecule C2H3NO2 (ωB97M-V/def2-TZVPD).

XYZ file:
```
8
Properties=species:S:1:pos:R:3:mulliken_charge:R:1
O 0.046 -0.957 -1.345 -0.43
C -0.563 0.041 -1.150 0.04
N -0.582 0.744 0.070 -0.19
C 0.294 0.519 1.175 0.11
O 0.892 -0.492 1.320 -0.43
H -1.148 0.560 -1.913 0.34
H -0.794 1.724 0.002 0.27
H 0.249 1.423 1.802 0.29
```

Output
- Frontier orbital gap: 0.3930 hartree
- Charge: 0
- SMILES string: O=CNC=O
- Molar mass: 73.05 g mol⁻¹
- HOMO: -10.123 eV
- 2S+1: 1


Short version: (three) is the most stable of them.


(one)
Entry from the OMol25 dataset: a structure of composition C2H3NO2 (ωB97M-V/def2-TZVPD).

XYZ file:
```
8
Properties=species:S:1:pos:R:3:mulliken_charge:R:1
N -1.140 -0.204 0.220 -0.32
C -0.250 0.716 -0.225 0.29
O -0.515 1.810 -0.680 -0.55
C 1.207 0.247 -0.090 -0.19
O 1.344 -1.022 0.173 -0.34
H -2.125 -0.042 0.086 0.24
H -0.818 -1.131 0.459 0.21
H 2.297 -0.375 0.057 0.66
```

Output
- Frontier orbital gap: 0.3240 hartree
- Charge: 0
- Molar mass: 73.05 g mol⁻¹
- HOMO: -9.324 eV
- 2S+1: 1


(two)
Entry from the OMol25 dataset: the molecule C2H3NO2 (ωB97M-V/def2-TZVPD).

XYZ file:
```
8
Properties=species:S:1:pos:R:3:mulliken_charge:R:1
C -0.526 0.139 -1.077 -0.26
C -0.121 -0.256 1.457 -0.45
N 0.306 0.083 -0.048 0.32
O 1.569 0.422 0.044 -0.34
O -1.115 -0.859 1.611 -0.25
H -0.202 0.272 -2.191 0.25
H -1.502 -0.322 -0.857 0.25
H 1.591 0.522 1.061 0.48
```

Output
- Frontier orbital gap: 0.3003 hartree
- Charge: 0
- Molar mass: 73.05 g mol⁻¹
- HOMO: -8.549 eV
- 2S+1: 1


(three)
Entry from the OMol25 dataset: a cluster of 2 separate species, C2H3NO2 in total (ωB97M-V/def2-TZVPD).

XYZ file:
```
8
Properties=species:S:1:pos:R:3:mulliken_charge:R:1
C -0.365 0.332 -0.060 -0.61
C 0.979 -0.055 0.145 0.33
N 3.932 -0.539 -0.314 0.17
O 4.620 0.159 0.233 -0.19
O 1.952 0.709 -0.140 -0.50
H -1.173 -0.412 0.247 0.27
H -0.509 1.322 -0.588 0.27
H 0.986 -1.116 0.497 0.26
```

Output
- Frontier orbital gap (spin up / spin down): 0.4127 / 0.2065 hartree
- Charge: 0
- Molar mass: 73.05 g mol⁻¹
- HOMO (spin up / spin down): -10.213 / -7.525 eV
- 2S+1: 1


Short version: (one) is the most stable of them.


(one)
Entry from the OMol25 dataset: the molecule C2H3NO2 (ωB97M-V/def2-TZVPD).

XYZ file:
```
8
Properties=species:S:1:pos:R:3:mulliken_charge:R:1
N -0.026 1.116 -0.413 -0.35
C 0.366 0.179 0.475 0.52
O 1.085 0.350 1.442 -0.58
C -0.227 -1.192 0.106 0.09
O -1.188 -1.293 -0.621 -0.47
H 0.303 2.064 -0.335 0.22
H -0.625 0.840 -1.176 0.22
H 0.311 -2.065 0.523 0.34
```

Output
- Frontier orbital gap: 0.3639 hartree
- Charge: 0
- SMILES string: NC(=O)C=O
- Molar mass: 73.05 g mol⁻¹
- HOMO: -10.032 eV
- 2S+1: 1


(two)
Entry from the OMol25 dataset: the molecule C2H3NO2 (ωB97M-V/def2-TZVPD).

XYZ file:
```
8
Properties=species:S:1:pos:R:3:mulliken_charge:R:1
C -0.317 0.096 -0.076 -0.04
C 0.463 -0.983 -0.294 -0.20
N -1.713 0.015 -0.052 0.16
O -2.308 -1.069 0.107 -0.45
O 1.773 -1.068 0.169 -0.36
H 0.121 1.159 -0.239 0.25
H -2.256 0.786 -0.375 0.25
H 2.144 -1.714 -0.335 0.40
```

Output
- Frontier orbital gap (spin up / spin down): 0.2788 / 0.3140 hartree
- Charge: 0
- Molar mass: 73.05 g mol⁻¹
- HOMO (spin up / spin down): -8.322 / -8.830 eV
- 2S+1: 1


Short version: (one) is the most stable of them.


(one)
Entry from the OMol25 dataset: the molecule C2H3NO2 (ωB97M-V/def2-TZVPD).

XYZ file:
```
8
Properties=species:S:1:pos:R:3:mulliken_charge:R:1
C -1.019 0.167 0.006 -0.60
N 0.323 0.601 -0.282 -0.21
O 1.031 -0.444 -1.085 -0.31
C 1.392 -0.187 0.139 0.78
O 2.188 -0.356 0.986 -0.45
H -1.338 0.737 0.928 0.27
H -1.531 0.421 -0.967 0.24
H -1.046 -0.940 0.274 0.29
```

Output
- Frontier orbital gap: 0.4174 hartree
- Charge: 0
- SMILES string: CN1OC1=O
- Molar mass: 73.05 g mol⁻¹
- HOMO: -10.564 eV
- 2S+1: 1


(two)
Entry from the OMol25 dataset: the molecule C2H3NO2 (ωB97M-V/def2-TZVPD).

XYZ file:
```
8
Properties=species:S:1:pos:R:3:mulliken_charge:R:1
N 0.684 0.052 -1.124 -0.38
C -0.360 -0.419 -0.394 0.85
O -1.391 -0.876 -0.860 -0.58
C -0.192 -0.463 1.101 -0.44
O -0.494 0.728 1.561 -0.32
H 0.668 -0.064 -2.126 0.24
H 1.540 0.352 -0.686 0.20
H -0.455 0.691 2.530 0.44
```

Output
- Frontier orbital gap: 0.3501 hartree
- Charge: 0
- Molar mass: 73.05 g mol⁻¹
- HOMO: -9.096 eV
- 2S+1: 1


(three)
Entry from the OMol25 dataset: the molecule C2H3NO2 (ωB97M-V/def2-TZVPD).

XYZ file:
```
8
Properties=species:S:1:pos:R:3:mulliken_charge:R:1
O 2.951 0.362 -0.004 -0.48
C 1.789 0.124 0.037 0.54
N 0.769 -0.679 0.431 -0.44
C 0.454 0.452 -0.476 0.02
O -0.349 1.540 0.178 -0.55
H 0.732 -1.630 0.043 0.27
H 0.095 0.495 -1.428 0.34
H -0.939 1.371 0.869 0.29
```

Output
- Frontier orbital gap: 0.3798 hartree
- Charge: 0
- SMILES string: O=C1N[C@H]1O
- Molar mass: 73.05 g mol⁻¹
- HOMO: -9.749 eV
- 2S+1: 1


Short version: (two) is the most stable of them.


(one)
Entry from the OMol25 dataset: the molecule C2H3NO2 (ωB97M-V/def2-TZVPD).

XYZ file:
```
8
Properties=species:S:1:pos:R:3:mulliken_charge:R:1
O 1.508 1.249 -1.277 -0.52
C 0.590 0.942 -0.554 0.14
N 0.408 -0.314 -0.020 -0.14
C -0.800 -0.714 0.637 0.01
O -1.851 -0.848 0.075 -0.39
H -0.181 1.654 -0.201 0.28
H 1.037 -1.046 -0.336 0.27
H -0.694 -0.874 1.724 0.35
```

Output
- Frontier orbital gap: 0.3978 hartree
- Charge: 0
- SMILES string: O=CNC=O
- Molar mass: 73.05 g mol⁻¹
- HOMO: -10.511 eV
- 2S+1: 1


(two)
Entry from the OMol25 dataset: the molecule C2H3NO2 (ωB97M-V/def2-TZVPD).

XYZ file:
```
8
Properties=species:S:1:pos:R:3:mulliken_charge:R:1
O 0.287 0.957 2.042 -0.39
C 0.024 0.461 1.029 0.54
C -0.800 -0.434 0.172 -0.40
N 0.149 0.636 -0.295 -0.16
O 1.482 0.081 -0.929 -0.40
H -0.474 -1.459 0.205 0.24
H -1.844 -0.478 -0.380 0.23
H 1.177 0.237 -1.844 0.35
```

Output
- Frontier orbital gap: 0.3759 hartree
- Charge: 0
- SMILES string: O=C1CN1O
- Molar mass: 73.05 g mol⁻¹
- HOMO: -10.250 eV
- 2S+1: 1


Short version: (one) is the most stable of them.